Version w
{"formula": "C3H7NOS2", "method": "ωB97M-V/def2-TZVPD", "elements": ["S", "S", "C", "C", "C", "N", "O", "H", "H", "H", "H", "H", "H", "H"], "xyz": [[3.07, 1.02, 1.83], [1.83, 1.88, 0.35], [0.89, 0.60, -0.57], [-0.34, 0.15, 0.36], [-1.62, -0.18, -0.45], [-2.12, -1.56, -0.32], [-2.31, 0.51, -1.17], [4.14, 0.59, 1.10], [0.64, 0.96, -1.59], [1.38, -0.12, -1.16], [-0.67, 1.03, 1.13], [-0.08, -0.90, 1.00], [-1.62, -2.19, 0.17], [-3.18, -1.79, -0.69]], "spin_multiplicity": 1, "smiles": "NC(=O)CCSS", "lumo_ev": 0.32, "homo_energy_ev": -9.182, "charge": 0}

Version x
{"formula": "C3H7NOS2", "method": "ωB97M-V/def2-TZVPD", "elements": ["N", "C", "C", "O", "C", "S", "S", "H", "H", "H", "H", "H", "H", "H"], "xyz": [[-1.13, 0.79, 1.21], [-0.85, 0.14, -0.07], [-1.89, -0.96, -0.15], [-1.65, -2.12, -0.23], [0.57, -0.36, -0.15], [1.72, 1.01, -0.08], [3.59, 0.22, -0.64], [-0.54, 0.40, 1.94], [-1.01, 1.79, 1.24], [-1.00, 0.84, -0.89], [-2.92, -0.55, -0.04], [0.73, -1.06, -0.98], [0.84, -1.16, 0.56], [3.54, 1.02, -1.71]], "spin_multiplicity": 1, "smiles": "N[C@H](C=O)CSS", "lumo_ev": 0.31, "homo_energy_ev": -8.915, "charge": 0}

Verdict on stability: version w comes out at the bottom.

Version w
{"formula": "C3H8N2", "method": "ωB97M-V/def2-TZVPD", "elements": ["C", "N", "H", "H", "H", "C", "C", "N", "H", "H", "H", "H", "H"], "xyz": [[-2.28, 2.29, -0.25], [-1.19, 2.94, 0.21], [-3.27, 2.59, 0.11], [-2.26, 1.43, -0.95], [-0.33, 2.41, 0.40], [1.52, -2.49, 0.43], [0.69, -1.58, -0.08], [1.04, -0.29, -0.41], [2.61, -2.33, 0.38], [1.44, -3.45, 0.91], [-0.25, -1.91, -0.51], [0.35, 0.41, -0.17], [1.95, -0.02, -0.08]], "spin_multiplicity": 2, "lumo_ev": [3.60, 3.59], "s2": 0.75, "homo_energy_ev": [0.566, -2.361], "charge": -1}

Version x
{"formula": "C3H8N2", "method": "ωB97M-V/def2-TZVPD", "elements": ["C", "N", "H", "H", "H", "C", "C", "N", "H", "H", "H", "H", "H"], "xyz": [[-2.69, -1.59, -0.89], [-2.20, -0.87, -1.82], [-2.34, -1.60, 0.16], [-3.36, -2.46, -0.95], [-2.30, -1.29, -2.71], [1.19, 0.59, 1.61], [2.24, 1.56, -0.22], [1.92, 1.78, 1.03], [1.63, 0.58, 2.54], [0.04, 0.77, 1.77], [1.12, -0.26, 0.84], [3.09, 2.01, -0.56], [1.65, 0.78, -0.81]], "spin_multiplicity": 2, "lumo_ev": [3.70, 3.61], "s2": 0.75, "homo_energy_ev": [1.351, -3.408], "charge": -1}

Verdict on stability: version x comes out at the bottom.

Version w
{"formula": "C3H7NOS", "method": "ωB97M-V/def2-TZVPD", "elements": ["C", "C", "C", "N", "O", "S", "H", "H", "H", "H", "H", "H", "H"], "xyz": [[0.17, 0.18, -0.92], [1.13, 1.25, -1.03], [-0.69, -0.58, 1.61], [-0.22, 0.40, 0.50], [0.81, 2.52, 1.48], [1.21, 1.27, 0.90], [-0.77, 0.25, -1.43], [0.69, -0.79, -1.25], [2.15, 0.97, -1.55], [0.76, 2.16, -1.36], [-0.67, -1.59, 1.21], [-0.12, -0.50, 2.56], [-1.71, -0.22, 1.74]], "spin_multiplicity": 1, "lumo_ev": 0.90, "homo_energy_ev": -8.805, "charge": 0}

Version x
{"formula": "C3H7NOS", "method": "ωB97M-V/def2-TZVPD", "elements": ["C", "C", "C", "H", "H", "H", "H", "H", "H", "H", "N", "O", "S"], "xyz": [[-2.03, -2.52, 0.91], [-1.26, -0.35, 0.36], [-0.08, 0.13, -0.42], [-1.74, -3.55, 0.84], [-1.91, -2.17, 1.96], [-3.15, -2.53, 0.58], [-1.00, -0.23, 1.36], [-2.24, 0.06, -0.01], [-0.03, 0.02, -1.45], [3.20, 1.61, 0.75], [0.85, 0.95, 0.12], [-1.16, -1.79, 0.20], [1.90, 1.93, -0.73]], "spin_multiplicity": 1, "lumo_ev": -1.00, "homo_energy_ev": -8.613, "charge": 0}

Version y
{"formula": "C3H7NOS", "method": "ωB97M-V/def2-TZVPD", "elements": ["C", "C", "C", "N", "O", "S", "H", "H", "H", "H", "H", "H", "H"], "xyz": [[-0.39, 1.64, 0.94], [0.93, -0.42, -0.82], [-0.40, -0.64, -0.48], [-0.99, -1.62, 0.29], [-2.71, 2.31, -0.12], [-1.23, 2.50, -0.20], [-0.82, 1.17, 1.82], [0.66, 1.79, 0.89], [1.23, 0.37, -1.36], [1.75, -0.94, -0.42], [-1.00, 0.03, -1.04], [-0.42, -2.25, 0.81], [-1.97, -2.04, 0.03]], "spin_multiplicity": 1, "lumo_ev": [-0.17, -0.17], "homo_energy_ev": [-8.069, -8.069], "charge": 0}

Verdict on stability: version x comes out at the bottom.

Version w
{"formula": "C3H3Br2NO4", "method": "ωB97M-V/def2-TZVPD", "elements": ["C", "C", "C", "N", "O", "O", "O", "O", "Br", "Br", "H", "H", "H"], "xyz": [[-0.93, 0.23, -2.14], [0.89, -0.21, -0.75], [-0.18, -0.54, 1.56], [0.33, 0.71, 1.79], [1.51, 0.81, 2.15], [-1.13, -0.85, -2.51], [-0.33, 1.67, 1.36], [-0.02, 0.62, -1.16], [-1.92, -0.62, 0.96], [0.53, -1.91, 2.46], [-1.21, 1.21, -2.60], [0.88, -1.29, -1.02], [1.58, 0.18, -0.11]], "spin_multiplicity": 1, "lumo_ev": [-1.25, -2.08], "homo_energy_ev": [-8.789, -8.485], "charge": 0}

Version x
{"formula": "C3H3Br2NO4", "method": "ωB97M-V/def2-TZVPD", "elements": ["C", "C", "C", "N", "O", "O", "O", "O", "Br", "Br", "H", "H", "H"], "xyz": [[1.37, -0.67, -0.89], [-0.80, -0.08, -0.32], [-0.06, 0.69, 1.88], [-1.80, 0.89, -0.36], [1.31, -1.83, -0.61], [-2.89, 0.49, 0.06], [-1.43, 2.04, -0.48], [0.38, 0.25, -0.90], [0.96, 2.08, 1.25], [0.91, -0.80, 2.60], [2.11, -0.21, -1.46], [-1.04, -1.07, -0.36], [-1.09, 1.08, 2.07]], "spin_multiplicity": 1, "lumo_ev": [-1.53, -1.85], "homo_energy_ev": [-9.329, -9.045], "charge": 0}

Verdict on stability: version w comes out at the bottom.

Version w
{"formula": "C3H7BrN3", "method": "ωB97M-V/def2-TZVPD", "elements": ["C", "C", "C", "N", "N", "N", "Br", "H", "H", "H", "H", "H", "H", "H"], "xyz": [[-0.10, 1.36, 0.50], [0.19, -1.26, -0.16], [-0.96, 0.75, -0.31], [1.09, 1.83, 0.13], [1.39, -1.21, -0.31], [-0.64, -2.06, 0.43], [-2.78, 0.22, 0.06], [-0.36, 1.43, 1.52], [-0.82, 0.70, -1.37], [1.74, 2.39, 0.59], [1.15, 1.84, -0.85], [2.20, -1.04, -0.93], [-1.65, -1.82, 0.30], [-0.45, -3.13, 0.40]], "spin_multiplicity": 1, "lumo_ev": [-4.85, -4.85], "homo_energy_ev": [-13.102, -13.101], "charge": 1}

Version x
{"formula": "C3H7BrN3", "method": "ωB97M-V/def2-TZVPD", "elements": ["C", "C", "C", "N", "N", "N", "Br", "H", "H", "H", "H", "H", "H", "H"], "xyz": [[0.46, -1.35, -0.03], [0.19, 0.87, -0.80], [1.19, -0.24, -0.93], [0.50, -2.57, -0.30], [-0.13, -0.56, 1.04], [-0.14, 0.87, 0.68], [2.78, 0.05, 0.17], [0.44, 1.87, -1.24], [-0.83, 0.67, -1.31], [1.53, -0.65, -1.95], [0.18, -3.32, 0.28], [0.07, -0.89, 1.93], [0.68, 1.20, 1.26], [-0.97, 1.31, 1.04]], "spin_multiplicity": 1, "smiles": "[H]/N=C1\\N[NH2+]C[C@H]1Br", "lumo_ev": -3.58, "homo_energy_ev": -14.221, "charge": 1}

Version y
{"formula": "C3H7BrN3", "method": "ωB97M-V/def2-TZVPD", "elements": ["C", "C", "C", "N", "N", "N", "Br", "H", "H", "H", "H", "H", "H", "H"], "xyz": [[1.08, -1.25, -0.05], [0.60, -2.47, -0.44], [0.44, -0.55, -1.01], [-0.30, -1.10, -1.85], [0.62, 2.58, 0.70], [-0.22, -2.32, -1.54], [-3.12, 1.40, 1.23], [1.73, -1.06, 0.76], [0.82, -3.50, 0.00], [0.34, 3.05, -0.13], [0.07, 2.91, 1.49], [1.58, 2.62, 0.85], [-2.87, 2.62, 2.03], [-0.79, -2.93, -2.02]], "spin_multiplicity": 1, "lumo_ev": [-8.14, -8.14], "homo_energy_ev": [-13.562, -13.561], "charge": 1}

Verdict on stability: version y comes out at the bottom.

Version w
{"formula": "C3H8O4", "method": "ωB97M-V/def2-TZVPD", "elements": ["O", "H", "H", "O", "O", "O", "C", "C", "C", "H", "H", "H", "H", "H", "H"], "xyz": [[1.56, 2.18, 3.19], [1.66, 1.38, 2.61], [1.64, 1.83, 4.10], [0.08, -0.48, 0.45], [-0.45, 0.89, -1.27], [-1.81, -0.88, -0.87], [0.63, 0.37, -0.48], [-0.75, -1.42, -0.10], [-1.20, -0.11, -1.84], [1.33, -0.28, -1.04], [1.23, 1.14, 0.04], [-1.18, -1.94, 0.78], [-0.11, -2.14, -0.64], [-2.05, 0.23, -2.47], [-0.57, -0.78, -2.45]], "spin_multiplicity": 1, "smiles": "C1OCOCO1.O", "lumo_ev": 0.73, "homo_energy_ev": -10.621, "charge": 0}

Version x
{"formula": "C3H8O4", "method": "ωB97M-V/def2-TZVPD", "elements": ["C", "C", "O", "H", "H", "H", "H", "H", "H", "C", "O", "O", "O", "H", "H"], "xyz": [[0.23, 1.04, -0.36], [1.69, 1.38, -0.19], [-0.44, 1.16, 0.88], [-1.32, 0.75, 0.78], [-0.25, 1.69, -1.10], [0.00, 0.00, -0.80], [2.24, 1.18, -1.11], [2.13, 0.82, 0.64], [1.79, 2.44, 0.07], [-0.08, -1.91, 0.13], [-1.37, -1.69, -0.54], [-2.26, -1.01, 0.40], [0.79, -2.61, -0.33], [-3.00, -1.65, 0.35], [-0.15, -1.58, 1.18]], "spin_multiplicity": 1, "smiles": "O=COO.CCO", "lumo_ev": 0.35, "homo_energy_ev": -10.086, "charge": 0}

Verdict on stability: version x comes out at the bottom.